{"formula": "C3H4NO3S", "method": "ωB97M-V/def2-TZVPD", "relative_energy_kcal_mol": 31.4, "homo_lumo_gap_ev": [7.13, 7.13], "total_charge": -1, "spin_multiplicity": 1, "elements": ["C", "C", "C", "N", "O", "O", "O", "S", "H", "H", "H", "H"], "xyz": [[-0.55642, 1.33703, 0.12613], [-1.71581, 0.32472, 0.31909], [-0.73260, -0.61952, -0.38620], [0.21845, 0.48351, -0.53223], [3.60513, -0.58209, -1.12337], [-0.45340, 2.50970, 0.46773], [2.72605, -1.36684, 1.00397], [2.92022, -0.23630, 0.11175], [-1.95316, 0.07538, 1.35375], [-2.63096, 0.54757, -0.23040], [-0.35416, -1.44038, 0.23467], [-1.07335, -1.03278, -1.34487]]}